(1)
{"formula": "C42H93N3O8", "method": "wB97M-V/def2-TZVPD", "smiles": "CCN(CC)CC.CCN(CC)CC.CCN(CC)CC.CC(C)=O.CC(C)=O.CC(C)=O.CC(C)=O.CC(C)=O.CC(C)=O.CC(C)=O.CC(C)=O", "orbital_gap_ha": 0.31682, "total_charge": 0, "homo_ev": -8.2, "species": ["C", "C", "N", "C", "C", "C", "C", "H", "H", "H", "H", "H", "H", "H", "H", "H", "H", "H", "H", "H", "H", "H", "C", "C", "N", "C", "C", "C", "C", "H", "H", "H", "H", "H", "H", "H", "H", "H", "H", "H", "H", "H", "H", "H", "C", "C", "N", "C", "C", "C", "C", "H", "H", "H", "H", "H", "H", "H", "H", "H", "H", "H", "H", "H", "H", "H", "C", "C", "O", "C", "H", "H", "H", "H", "H", "H", "C", "C", "O", "C", "H", "H", "H", "H", "H", "H", "C", "C", "O", "C", "H", "H", "H", "H", "H", "H", "C", "C", "O", "C", "H", "H", "H", "H", "H", "H", "C", "C", "O", "C", "H", "H", "H", "H", "H", "H", "C", "C", "O", "C", "H", "H", "H", "H", "H", "H", "C", "C", "O", "C", "H", "H", "H", "H", "H", "H", "C", "C", "O", "C", "H", "H", "H", "H", "H", "H"], "xyz": [[1.961, 3.002, 1.719], [2.540, 4.289, 1.162], [2.135, 5.445, 2.014], [0.769, 5.878, 1.560], [0.071, 6.471, 2.782], [3.105, 6.520, 1.686], [4.409, 6.425, 2.453], [0.910, 2.811, 1.493], [2.141, 2.859, 2.781], [2.454, 2.167, 1.203], [3.624, 4.189, 1.078], [2.259, 4.399, 0.102], [0.803, 6.560, 0.706], [0.293, 4.958, 1.224], [-0.992, 6.586, 2.531], [0.134, 5.820, 3.648], [0.420, 7.464, 3.065], [2.616, 7.485, 1.872], [3.268, 6.604, 0.597], [4.154, 6.382, 3.514], [4.951, 7.367, 2.350], [5.022, 5.571, 2.178], [1.384, -1.482, 1.689], [1.172, -0.443, 0.603], [0.747, -0.975, -0.674], [0.814, 0.003, -1.750], [0.488, -0.514, -3.145], [-0.549, -1.656, -0.570], [-1.699, -0.827, 0.005], [0.406, -1.939, 1.880], [1.746, -1.035, 2.612], [2.051, -2.274, 1.342], [0.446, 0.308, 0.949], [2.150, 0.044, 0.534], [0.237, 0.884, -1.427], [1.812, 0.457, -1.751], [-0.554, -0.812, -3.252], [0.790, 0.130, -3.968], [1.099, -1.417, -3.270], [-0.399, -2.576, 0.000], [-0.745, -1.986, -1.590], [-2.612, -1.431, 0.042], [-1.932, 0.012, -0.654], [-1.630, -0.517, 1.045], [-4.798, 0.656, 2.015], [-4.883, -0.794, 2.443], [-3.573, -1.436, 2.607], [-2.699, -0.942, 3.670], [-3.186, -1.166, 5.099], [-3.780, -2.874, 2.603], [-2.490, -3.686, 2.590], [-4.239, 0.741, 1.078], [-4.210, 1.224, 2.738], [-5.781, 1.085, 1.829], [-5.454, -0.887, 3.381], [-5.468, -1.374, 1.729], [-1.723, -1.383, 3.461], [-2.530, 0.121, 3.480], [-4.233, -0.914, 5.265], [-3.075, -2.209, 5.407], [-2.560, -0.555, 5.753], [-4.363, -3.127, 1.713], [-4.355, -3.266, 3.460], [-1.990, -3.557, 3.554], [-1.792, -3.369, 1.811], [-2.686, -4.755, 2.512], [0.755, 5.581, -2.567], [1.147, 4.128, -2.562], [0.433, 3.318, -1.995], [2.469, 3.700, -3.105], [1.041, 5.972, -3.545], [1.355, 6.031, -1.769], [-0.287, 5.734, -2.305], [3.182, 3.667, -2.280], [2.908, 4.199, -3.967], [2.261, 2.684, -3.455], [4.092, 0.542, -4.289], [5.458, -0.066, -4.227], [6.431, 0.642, -4.176], [5.573, -1.588, -4.173], [4.151, 1.446, -4.890], [3.884, 0.742, -3.232], [3.323, -0.126, -4.674], [4.814, -1.967, -3.473], [6.507, -1.731, -3.630], [5.374, -2.191, -5.054], [2.079, -4.667, -3.457], [3.337, -4.130, -2.850], [4.462, -4.343, -3.256], [3.142, -3.357, -1.569], [2.247, -5.133, -4.428], [1.415, -3.809, -3.620], [1.525, -5.342, -2.805], [2.664, -2.388, -1.722], [4.126, -3.177, -1.137], [2.578, -3.970, -0.862], [-2.969, -5.755, -0.665], [-1.902, -5.437, -1.678], [-0.796, -5.881, -1.473], [-2.216, -4.438, -2.764], [-3.605, -4.934, -0.326], [-2.522, -6.306, 0.155], [-3.737, -6.379, -1.144], [-2.168, -3.403, -2.420], [-3.213, -4.615, -3.168], [-1.469, -4.496, -3.556], [1.307, -5.311, 1.976], [0.545, -6.598, 2.208], [-0.001, -6.791, 3.274], [0.321, -7.544, 1.036], [2.240, -5.399, 1.424], [1.495, -4.911, 2.973], [0.598, -4.607, 1.532], [-0.736, -7.703, 0.865], [0.820, -8.466, 1.343], [0.863, -7.119, 0.194], [2.037, -1.690, 6.885], [0.879, -1.823, 5.903], [0.616, -0.870, 5.201], [0.174, -3.158, 5.660], [2.681, -2.573, 6.930], [1.613, -1.603, 7.887], [2.653, -0.874, 6.521], [0.599, -3.673, 4.806], [-0.865, -2.837, 5.602], [0.312, -3.769, 6.554], [-5.495, 3.024, -1.341], [-4.294, 3.751, -1.862], [-4.227, 4.148, -3.014], [-3.066, 3.742, -1.012], [-5.175, 1.999, -1.144], [-6.365, 3.081, -1.987], [-5.782, 3.427, -0.364], [-3.072, 4.630, -0.361], [-2.175, 3.966, -1.596], [-2.944, 2.866, -0.378], [-1.653, 2.471, -4.446], [-1.706, 3.211, -5.768], [-2.027, 2.621, -6.772], [-1.367, 4.685, -5.770], [-1.629, 3.239, -3.673], [-0.826, 1.775, -4.358], [-2.616, 2.003, -4.233], [-0.334, 4.897, -6.036], [-1.545, 5.048, -4.755], [-2.102, 5.236, -6.356]], "forces_ev_per_angstrom": [[0.35, -1.07, -0.76], [-0.35, -0.30, 0.67], [0.84, 0.34, -2.48], [0.99, -0.65, 1.56], [-1.07, 0.18, -0.74], [-0.69, 0.61, -0.03], [-0.56, 0.55, 0.48], [-0.13, 0.46, 0.17], [-0.01, 0.28, 0.06], [0.06, 0.04, 0.13], [0.06, 0.19, 0.60], [-0.41, 0.27, 0.07], [0.10, 0.13, -0.02], [-0.43, 0.13, 0.08], [0.02, 0.09, 0.18], [0.16, -0.15, -0.07], [0.28, -0.05, -0.10], [0.12, -0.12, 0.52], [0.17, -0.45, -0.07], [0.12, -0.32, 0.00], [0.28, -0.19, -0.30], [0.09, 0.04, -0.01], [-1.03, -0.48, -0.40], [0.62, 0.47, 0.33], [0.39, -0.99, -0.11], [-0.05, 1.46, 0.74], [0.41, -0.85, 0.52], [0.55, 0.17, -0.10], [-0.74, -0.50, -0.51], [0.20, -0.17, 0.42], [0.02, 0.03, -0.01], [0.11, 0.08, 0.06], [0.19, 0.16, 0.15], [-0.20, 0.26, -0.63], [-0.48, 0.01, -0.62], [0.25, -0.45, -0.04], [-0.04, 0.19, -0.18], [-0.17, 0.40, 0.23], [-0.17, -0.11, -0.11], [-0.06, 0.02, 0.11], [-0.44, -0.03, 0.14], [0.06, -0.13, -0.22], [0.14, 0.22, 0.20], [0.52, 0.19, -0.09], [0.63, -0.11, -0.37], [0.19, 0.00, 0.73], [-0.72, -0.39, -0.60], [-0.49, 0.19, -0.70], [0.54, -0.16, 0.09], [0.50, -0.68, -0.08], [0.22, 0.21, 0.52], [-0.03, -0.16, -0.04], [-0.42, 0.25, 0.09], [-0.03, 0.12, 0.34], [-0.14, 0.21, 0.05], [0.20, 0.02, -0.22], [0.07, -0.10, 0.49], [-0.15, 0.04, 0.14], [0.02, 0.23, -0.16], [0.03, -0.01, -0.03], [-0.13, -0.07, 0.17], [-0.03, 0.09, -0.02], [-0.22, 0.33, 0.07], [0.17, -0.06, -0.11], [-0.10, -0.02, -0.10], [-0.09, 0.03, -0.19], [0.65, -0.37, -0.24], [-1.12, 0.31, 1.09], [0.38, 0.13, -0.39], [-0.06, -1.09, -0.62], [-0.19, 0.51, 0.23], [0.14, 0.28, -0.24], [-0.12, -0.11, -0.22], [0.09, -0.04, -0.06], [-0.20, 0.61, 0.23], [0.42, -0.12, 0.28], [-0.06, -0.11, 0.11], [-0.10, -0.98, -1.03], [0.33, 0.15, 0.14], [-0.41, 0.66, 1.82], [-0.16, 0.17, 0.26], [-0.36, 0.33, -0.16], [0.05, -0.08, 0.01], [0.01, 0.28, -0.08], [0.25, -0.65, -0.71], [0.53, 0.35, -0.38], [-0.31, 0.35, -0.87], [0.54, -0.41, 0.89], [-0.63, -0.09, -0.41], [0.68, 0.00, 0.11], [0.15, -0.10, 0.12], [-0.07, -0.05, 0.04], [0.19, -0.01, 0.18], [-0.37, -0.16, 0.09], [0.01, 0.02, -0.01], [-0.31, 0.25, -0.06], [-1.10, -0.53, -0.52], [0.02, 1.12, 1.29], [0.35, -0.09, -0.71], [0.21, -0.32, -0.63], [0.58, 0.41, 0.06], [-0.09, 0.08, 0.13], [0.28, -0.29, -0.02], [-0.16, -0.15, 0.46], [-0.01, 0.07, -0.06], [-0.08, -0.21, -0.03], [-0.20, -0.01, 1.01], [-1.08, 0.05, -0.13], [0.31, -0.03, -0.10], [1.38, 0.56, 0.76], [-0.16, 0.00, -0.26], [0.27, 0.05, -0.08], [0.20, -0.06, -0.46], [-0.01, -0.04, -0.13], [-0.24, -0.21, -0.21], [-0.44, -0.31, -0.39], [-0.33, -0.81, -0.29], [1.17, -0.13, -1.16], [-0.38, -0.07, 0.25], [0.26, 1.10, 1.75], [-0.26, -0.18, -0.19], [0.24, 0.51, 0.06], [-0.16, 0.38, 0.55], [-0.28, 0.10, -0.26], [-0.14, -0.66, -0.56], [-0.14, -0.26, -0.17], [-0.21, 0.40, 0.80], [0.48, -0.80, -1.58], [-0.32, 0.22, 0.68], [0.54, 1.29, 0.65], [-0.19, -0.11, -0.15], [0.19, -0.11, -0.26], [0.07, -0.02, 0.01], [-0.41, -0.25, 0.27], [0.00, -0.60, -0.29], [-0.04, -0.05, -0.09], [-0.68, 1.23, 0.64], [0.05, -0.87, -0.35], [0.04, 0.22, -0.24], [-0.86, 0.24, 1.05], [0.59, -0.28, 0.27], [0.00, -0.03, -0.06], [0.12, -0.45, -0.50], [-0.03, -0.07, -0.28], [0.32, 0.10, 0.01], [0.38, -0.12, -0.55]], "lowdin_charge": [-0.082, -0.264, -0.153, -0.249, -0.086, -0.291, -0.087, 0.063, 0.080, 0.056, 0.106, 0.095, 0.105, 0.098, 0.067, 0.073, 0.066, 0.109, 0.110, 0.077, 0.071, 0.063, -0.067, -0.272, -0.189, -0.258, -0.072, -0.234, -0.069, 0.050, 0.071, 0.069, 0.106, 0.105, 0.097, 0.102, 0.067, 0.058, 0.057, 0.091, 0.077, 0.066, 0.071, 0.055, -0.081, -0.260, -0.195, -0.248, -0.071, -0.268, -0.078, 0.055, 0.067, 0.073, 0.108, 0.108, 0.089, 0.108, 0.067, 0.060, 0.075, 0.101, 0.119, 0.053, 0.058, 0.075, -0.009, -0.508, 0.035, -0.008, 0.084, 0.077, 0.079, 0.095, 0.087, 0.067, -0.031, -0.505, 0.069, -0.008, 0.084, 0.085, 0.075, 0.050, 0.090, 0.092, -0.013, -0.501, 0.053, -0.022, 0.087, 0.072, 0.074, 0.062, 0.087, 0.075, -0.017, -0.481, 0.057, -0.006, 0.079, 0.066, 0.092, 0.069, 0.085, 0.082, -0.019, -0.486, 0.049, -0.014, 0.080, 0.067, 0.074, 0.071, 0.089, 0.062, -0.020, -0.476, 0.043, 0.005, 0.079, 0.087, 0.080, 0.073, 0.057, 0.082, -0.021, -0.494, 0.053, -0.017, 0.081, 0.084, 0.087, 0.096, 0.052, 0.078, -0.012, -0.476, 0.066, -0.012, 0.034, 0.066, 0.091, 0.084, 0.061, 0.088]}

***

(2)
{"formula": "C5H16N2", "method": "wB97M-V/def2-TZVPD", "smiles": "C=N.CNC.CC", "orbital_gap_ha": 0.32190, "total_charge": 0, "homo_ev": -7.8, "species": ["C", "C", "C", "N", "H", "H", "H", "H", "H", "H", "H", "H", "H", "C", "C", "N", "H", "H", "H", "H", "H", "H", "H"], "xyz": [[-1.307, 1.747, -0.719], [-1.235, -0.225, 1.220], [-2.065, -1.279, 0.494], [-0.667, 1.334, -1.748], [0.812, 0.500, -0.986], [-1.247, 0.820, -2.409], [-0.775, 2.379, -0.016], [-2.385, 1.667, -0.574], [-1.879, 0.548, 1.640], [-0.788, -0.668, 2.116], [-2.578, -0.845, -0.368], [-2.816, -1.751, 1.135], [-1.420, -2.071, 0.100], [1.774, -1.285, -0.586], [2.240, 0.859, 0.464], [1.239, 0.004, -0.164], [-0.094, -0.108, 0.580], [0.992, -1.835, -1.106], [3.109, 1.029, -0.183], [2.074, -1.856, 0.294], [2.639, -1.182, -1.255], [1.793, 1.827, 0.685], [2.586, 0.393, 1.389]], "forces_ev_per_angstrom": [[0.23, 0.44, -1.46], [2.12, -1.03, -0.34], [0.05, -0.05, 0.06], [-0.60, 0.36, 0.59], [0.67, -0.53, 0.91], [-0.18, 0.01, 0.18], [0.08, -0.21, 0.26], [0.09, -0.23, 0.00], [0.26, 0.54, -0.44], [-0.18, -0.30, 0.24], [-0.12, -0.03, -0.05], [-0.02, 0.01, -0.12], [-0.07, -0.03, 0.05], [-0.05, 0.27, 0.07], [-0.15, -0.18, -0.23], [0.82, 0.30, -1.44], [-3.02, 0.77, 1.54], [0.01, -0.10, -0.02], [0.02, -0.01, 0.03], [0.04, -0.06, -0.04], [0.02, -0.08, 0.03], [0.01, 0.02, 0.15], [-0.02, 0.09, 0.04]], "nbo_charge": [0.015, -0.767, -0.606, -0.678, 0.417, 0.344, 0.167, 0.163, 0.192, 0.192, 0.179, 0.195, 0.190, -0.410, -0.409, -0.645, 0.323, 0.202, 0.176, 0.192, 0.174, 0.201, 0.193]}

***

How do the records compare in DFT total energy? In the order shown, they have -2422.15301; -309.50483 Ha.
How do the records compare in relative energy (zero: lowest compared OMol25 entry of this formula, charge and spin)? In the order shown, they have 0.00; 274.26 kJ/mol.